Computed, not measured: C18H26ClN3O3 in the gas phase, with ωB97M-V/def2-TZVPD.

```
51
Properties=species:S:1:pos:R:3:forces:R:3:lowdin_charge:R:1
O 0.420633 0.586622 1.307357 0.186 0.037 0.263 0.09
C -0.202358 0.293073 0.304979 -0.119 0.186 -0.376 -0.51
N -0.951055 1.218260 -0.413606 0.147 0.038 0.100 -0.05
C -2.334139 0.903526 -0.738994 -0.412 0.010 0.193 -0.13
C -3.243145 1.230516 0.455234 0.041 -0.251 -0.261 -0.18
O -3.119918 2.575367 0.845820 -0.124 0.139 -0.061 -0.13
C -1.785408 2.873431 1.206537 0.321 0.051 -0.058 -0.18
C -0.831616 2.597660 0.042878 -0.006 0.154 0.290 -0.12
N -0.187809 -0.977300 -0.219047 0.101 -0.127 0.131 -0.05
C -0.160023 -1.242653 -1.639236 0.333 -0.073 -0.372 -0.14
C 1.252384 -1.487929 -2.231028 -0.316 0.026 -0.008 -0.16
N 2.173573 -0.379306 -2.276258 -0.022 0.054 0.093 -0.16
C 1.662737 0.833561 -2.885555 0.367 0.196 -0.067 -0.16
C 2.848454 1.754316 -3.183960 -0.344 -0.065 -0.253 -0.20
O 3.565361 2.059031 -2.012598 -0.048 0.161 0.101 -0.13
C 4.036228 0.881114 -1.400372 0.020 -0.338 0.285 -0.19
C 2.885412 -0.065191 -1.049680 0.300 0.253 -0.118 -0.15
C 0.325128 -2.004431 0.676168 -0.028 0.188 0.118 -0.10
C -0.530597 -2.044383 1.916492 -0.047 -0.158 0.186 -0.21
C -1.909846 -2.170286 1.795341 0.085 -0.048 0.018 -0.05
C -2.716997 -2.163146 2.918211 -0.015 -0.013 -0.034 -0.08
C -2.160494 -2.037053 4.179355 0.076 0.032 0.077 -0.11
C -0.785420 -1.917742 4.294979 -0.134 -0.073 -0.225 -0.66
Cl -0.075578 -1.760954 5.862106 0.109 0.038 0.235 0.67
C 0.031874 -1.916482 3.176692 -0.101 -0.077 -0.027 -0.06
H -2.438437 -0.151336 -0.986820 -0.003 0.025 -0.072 0.11
H -2.625432 1.513925 -1.600214 -0.041 -0.105 0.013 0.13
H -4.291863 1.082410 0.190362 0.052 -0.087 0.018 0.13
H -2.979067 0.566574 1.295354 -0.052 0.036 -0.072 0.12
H -1.771364 3.928914 1.480175 0.063 -0.048 0.018 0.13
H -1.482485 2.263930 2.069700 -0.021 0.085 -0.064 0.13
H 0.197921 2.771338 0.355307 -0.064 0.067 -0.062 0.13
H -1.078054 3.244953 -0.804119 0.026 0.016 0.064 0.13
H -0.603011 -0.397164 -2.162441 -0.072 -0.090 0.010 0.10
H -0.763981 -2.135704 -1.841725 -0.021 0.085 -0.064 0.13
H 1.096347 -1.816331 -3.265745 -0.045 -0.123 0.074 0.12
H 1.743736 -2.301030 -1.692180 -0.026 -0.080 -0.054 0.11
H 0.960356 1.368719 -2.224471 -0.034 -0.040 -0.098 0.12
H 1.155483 0.576618 -3.818396 -0.051 0.051 -0.026 0.13
H 3.512756 1.260537 -3.909849 -0.074 0.051 0.027 0.13
H 2.506520 2.707228 -3.591756 0.007 -0.071 -0.035 0.12
H 4.733845 0.365361 -2.078137 -0.036 0.024 0.080 0.13
H 4.565314 1.194911 -0.499361 0.007 -0.069 -0.037 0.13
H 2.251055 0.422858 -0.296036 0.057 -0.064 0.042 0.11
H 3.294262 -0.987594 -0.631614 0.001 0.005 0.062 0.13
H 1.367158 -1.809339 0.952828 -0.049 -0.103 -0.055 0.12
H 0.265025 -2.961483 0.151537 0.051 0.056 -0.004 0.14
H -2.351283 -2.267543 0.813931 -0.046 0.004 -0.118 0.11
H -3.787903 -2.255060 2.814266 -0.093 -0.021 0.004 0.11
H -2.782234 -2.027524 5.060475 -0.025 0.004 0.097 0.10
H 1.097953 -1.797790 3.287115 0.121 0.054 0.023 0.12
```
Forces are in eV/Å.

Computed properties:
Energy above the lowest of the compared OMol25 structures with the same formula, charge and spin = 239.6 kJ/mol
SMILES string = O=C(N1CCOCC1)N(CCN1CCOCC1)Cc1cccc(Cl)c1
Strongest force on any atom = 0.50 eV/A
HOMO-LUMO gap = 9.066 eV

=====

Computed, not measured: a molecular structure, C11H21BN2O6Sm at a distorted geometry, with ωB97M-V/def2-TZVPD.

```
42
Properties=species:S:1:pos:R:3:forces:R:3:mulliken_spin:R:1
C -2.704388 2.349819 0.438905 -0.860 -0.270 0.436 0.00
C -1.593985 3.087249 1.347608 -0.674 0.475 -0.250 0.00
B -0.064421 2.610844 1.086672 1.669 2.227 -0.160 0.00
O 0.869298 3.614775 0.569601 -1.853 -2.380 -0.597 0.00
C 0.554272 1.123361 1.385669 -0.319 -0.271 1.573 0.00
N -0.562131 0.358759 2.077157 0.514 -0.779 -1.693 0.00
O 1.593241 1.054824 2.435867 1.087 -2.177 -1.082 0.00
C 2.297994 -0.206412 2.291385 2.054 -1.232 1.807 0.00
O 3.133271 -0.681137 3.104657 -4.113 2.545 -3.595 0.00
C 1.856513 -0.918326 0.886883 -0.104 0.195 -0.916 0.00
C 0.909889 -2.211189 1.013320 -1.450 0.922 0.514 0.00
C 1.218522 -3.369749 -0.051634 2.125 0.216 1.625 0.00
O -0.054341 -4.097101 -0.321634 -2.132 2.820 -4.588 0.00
C -0.653808 -3.566524 -1.479391 -0.653 -0.552 3.411 0.00
O -1.946068 -3.336608 -1.489614 4.295 -1.406 -0.402 0.00
C 1.316997 0.406756 0.174938 0.461 -0.869 -1.075 0.00
N 2.611380 1.144014 -0.111449 -0.928 0.142 -0.954 0.00
C 0.652718 0.336945 -1.283671 -0.125 0.476 0.746 0.00
O -0.622367 -0.373339 -1.351796 0.210 1.015 -1.678 0.00
C -1.240516 0.107840 -2.601503 0.367 -0.100 -0.396 0.00
H -2.283064 1.891132 -0.519960 -0.509 0.527 1.350 0.00
H -3.196583 1.526230 1.089849 0.832 1.134 -1.343 0.00
H -3.576552 3.043233 0.122728 1.614 -0.971 0.598 0.00
H -1.912088 2.927215 2.450958 0.662 0.405 -1.732 0.00
H -1.637450 4.222464 1.125786 0.101 -1.827 0.516 0.00
H 0.538727 3.840220 -0.329981 0.227 0.628 0.970 0.00
H -0.903113 0.885968 2.892450 0.215 -0.265 -0.781 0.00
H -1.316783 0.144907 1.406967 0.283 0.454 0.699 0.00
H 2.694412 -1.295074 0.199091 -0.408 0.863 1.669 0.00
H 0.924267 -2.578749 2.110675 0.141 0.281 -1.983 0.00
H -0.176999 -1.856800 0.836491 1.704 -0.653 0.269 0.00
H 1.698861 -2.964720 -1.022898 -0.916 -0.709 1.441 0.00
H 1.903700 -4.159757 0.444093 -1.116 1.278 -1.159 0.00
H 0.023294 -3.375382 -2.391925 -1.003 -0.032 1.470 0.00
H 2.405903 1.977435 -0.704775 0.231 -0.550 1.031 0.00
H 3.209631 0.557777 -0.726434 -0.553 0.298 0.736 0.00
H 1.377611 -0.118700 -2.067237 -0.971 0.679 1.388 0.00
H 0.436167 1.429665 -1.612145 0.562 -1.581 0.587 0.00
H -1.929203 -0.722087 -2.989262 0.789 1.271 0.520 0.00
H -0.412197 0.324446 -3.384252 -1.417 -0.602 1.104 0.00
H -1.797180 1.100681 -2.459865 0.601 -1.559 -0.023 0.00
Sm -3.643434 -4.234903 -2.592326 -0.638 -0.066 -0.054 4.01
```
Forces are in eV/Å.

Computed properties:
Strongest force on any atom = 6.03 eV/A
Multiplicity = 5
Total charge = +2
HOMO-LUMO gap (alpha / beta) = 4.078 / 4.208 eV